(1)
Formula: C29H26GeIN2Rh
Source: OMol25
Level of theory: ωB97M-V/def2-TZVPD

Positions of all 60 atoms, in Å:
Rh1 -0.4195 0.5460 1.1644
I1 -2.0646 -1.7819 1.8014
C1 -1.3451 -1.6382 3.7528
C2 -1.6670 -2.6561 4.5997
C3 -1.2228 -2.6181 5.9403
C4 -0.4894 -1.5602 6.3780
C5 -0.1555 -0.4929 5.5057
C6 0.5968 0.6042 5.9962
C7 0.9214 1.6346 5.1734
C8 0.5182 1.6019 3.8172
C9 -0.1997 0.5692 3.2607
C10 -0.5673 -0.5071 4.1423
H1 -2.2615 -3.4892 4.2514
H2 -1.4732 -3.4317 6.6085
H3 -0.1471 -1.5147 7.4053
H4 0.9031 0.6031 7.0358
H5 1.4922 2.4757 5.5481
H6 0.8204 2.4375 3.1989
N1 -0.4205 3.6333 -0.1852
N2 -0.1696 3.0408 1.0904
H7 -0.8036 4.5664 -0.0792
H8 -1.0982 3.0401 -0.6560
H9 -0.8221 3.3546 1.8043
H10 0.7702 3.2907 1.3737
C11 -1.5399 0.7723 -0.5709
Ge1 -0.3156 0.1215 -1.9336
C12 -1.0647 0.1682 -3.7240
C13 -2.4426 -0.0162 -3.8604
C14 -3.0366 -0.0687 -5.1148
C15 -2.2609 0.0737 -6.2563
C16 -0.8914 0.2617 -6.1388
C17 -0.2989 0.3064 -4.8824
C18 1.3413 1.1254 -1.6527
C19 1.9386 1.9880 -2.5692
C20 3.0580 2.7394 -2.2274
C21 3.6044 2.6479 -0.9555
C22 3.0256 1.8001 -0.0198
C23 1.9132 1.0553 -0.3804
C24 0.0904 -1.7683 -1.6178
C25 -0.9427 -2.7003 -1.7439
C26 -0.7295 -4.0506 -1.5086
C27 0.5330 -4.4965 -1.1363
C28 1.5732 -3.5874 -1.0138
C29 1.3529 -2.2347 -1.2555
H11 -2.5911 0.9550 -0.7804
H12 -3.0671 -0.1090 -2.9781
H13 -4.1060 -0.2156 -5.2008
H14 -2.7219 0.0367 -7.2350
H15 -0.2807 0.3681 -7.0264
H16 0.7763 0.4214 -4.8180
H17 1.5183 2.1077 -3.5598
H18 3.4986 3.4077 -2.9565
H19 4.4753 3.2347 -0.6922
H20 3.4359 1.7152 0.9791
H21 1.4933 0.3822 0.3823
H22 -1.9364 -2.3736 -2.0363
H23 -1.5460 -4.7544 -1.6132
H24 0.7042 -5.5482 -0.9441
H25 2.5606 -3.9289 -0.7284
H26 2.1835 -1.5442 -1.1582

## Properties
largest force on an atom = 0.68 eV Å⁻¹
energy relative to the best compared isomer or geometry (same formula, charge and spin) = 12.9 kcal/mol
multiplicity = 5
⟨S²⟩ = 6.0148
total charge = 0

Table of Mulliken atomic charges, one value per atom, all in e:
1 Rh -1.24
2 I 0.22
3 C 0.51
4 C -0.73
5 C -0.52
6 C -0.88
7 C 0.96
8 C -0.71
9 C -1.22
10 C 0.21
11 C -0.36
12 C 1.10
13 H 0.38
14 H 0.38
15 H 0.35
16 H 0.35
17 H 0.39
18 H 0.15
19 N -0.63
20 N -0.12
21 H 0.27
22 H 0.17
23 H 0.25
24 H 0.29
25 C -1.24
26 Ge 2.17
27 C 0.57
28 C -0.63
29 C -0.69
30 C -0.42
31 C -0.68
32 C -0.19
33 C 1.27
34 C -0.48
35 C -0.74
36 C -0.50
37 C -0.96
38 C -0.75
39 C 0.32
40 C -0.53
41 C -0.63
42 C -0.50
43 C -0.71
44 C -0.05
45 H 0.49
46 H 0.21
47 H 0.39
48 H 0.37
49 H 0.39
50 H 0.33
51 H 0.30
52 H 0.39
53 H 0.39
54 H 0.48
55 H 0.19
56 H 0.35
57 H 0.39
58 H 0.39
59 H 0.40
60 H 0.34

=====

(2)
Formula: C3H6O2
Source: OMol25
Level of theory: ωB97M-V/def2-TZVPD

Positions of all 11 atoms, in Å:
C1 -1.6011 -0.2466 -0.0839
C2 -0.1604 0.0712 0.2424
O1 0.0574 0.7613 1.2154
C3 0.9543 -0.3972 -0.5926
O2 2.3599 0.6129 0.5859
H1 -2.1213 -0.4120 0.8635
H2 -1.7634 -1.0918 -0.7539
H3 -2.0241 0.6560 -0.5387
H4 1.5473 0.2941 -1.1442
H5 0.7696 -1.3564 -1.1532
H6 1.9818 1.1084 1.3593

## Properties
largest force on an atom = 1.55 eV Å⁻¹
energy relative to the best compared isomer or geometry (same formula, charge and spin) = 113.7 kcal/mol
total charge = 0

Table of Mulliken atomic charges, one value per atom, all in e:
1 C -1.01
2 C 0.91
3 O -0.58
4 C -0.61
5 O -0.55
6 H 0.28
7 H 0.34
8 H 0.28
9 H 0.29
10 H 0.31
11 H 0.34

=====

(3)
Formula: C30H28N4O2
Source: OMol25
Level of theory: ωB97M-V/def2-TZVPD

Positions of all 64 atoms, in Å:
C1 -0.3593 1.4206 3.0076
N1 0.6770 2.2287 3.3923
O1 1.8318 1.7825 3.6843
O2 0.4404 3.4693 3.4811
C2 -1.6692 1.9508 3.1725
C3 -2.0005 3.3299 3.0708
C4 -3.2225 3.7755 3.5637
C5 -4.1750 2.8722 4.0639
C6 -5.4416 3.3423 4.5536
N2 -6.4741 3.7202 4.9564
C7 -3.8884 1.4965 4.0768
C8 -2.6721 1.0404 3.6021
H1 -0.2382 0.3403 3.0548
H2 -1.3100 4.0352 2.6221
H3 -3.4435 4.8455 3.5628
H4 -4.6300 0.7983 4.4678
H5 -2.4123 -0.0205 3.5888
C9 5.8092 2.1202 1.0312
N3 4.6166 1.4749 0.5262
C10 3.4951 1.2877 1.2666
C11 2.5504 0.5390 0.5210
C12 1.3232 0.1030 1.0184
C13 0.3091 -0.4634 0.1787
C14 0.0385 0.0827 -1.1052
C15 -0.7906 -0.5477 -2.0173
C16 -1.4349 -1.7637 -1.6513
N4 -2.2056 -2.4305 -2.5600
C17 -2.6377 -1.7876 -3.7811
C18 -1.5218 -0.9646 -4.3954
C19 -0.9683 0.0340 -3.3821
C20 -3.0646 -3.5178 -2.1500
C21 -2.3662 -4.4074 -1.1427
C22 -1.8852 -3.5838 0.0472
C23 -1.2362 -2.2954 -0.3449
C24 -0.4450 -1.6064 0.5584
C25 3.2015 0.2428 -0.7677
C26 2.9261 -0.6017 -1.8374
C27 3.8711 -0.7439 -2.8702
C28 5.1041 -0.0717 -2.8242
C29 5.4273 0.7443 -1.7282
C30 4.4715 0.8738 -0.7302
H6 6.4874 2.3097 0.1981
H7 5.5324 3.0618 1.5210
H8 6.3156 1.4896 1.7765
H9 3.3857 1.6970 2.2594
H10 1.2605 0.0355 2.0987
H11 0.5146 1.0222 -1.3986
H12 -2.9641 -2.5801 -4.4652
H13 -3.5110 -1.1385 -3.5797
H14 -0.7178 -1.6286 -4.7342
H15 -1.9087 -0.4370 -5.2707
H16 -1.6459 0.9001 -3.3174
H17 -0.0053 0.4190 -3.7425
H18 -3.9966 -3.1166 -1.7092
H19 -3.3370 -4.0730 -3.0556
H20 -3.0607 -5.1807 -0.8101
H21 -1.5163 -4.9056 -1.6209
H22 -2.7448 -3.3700 0.7005
H23 -1.1818 -4.1785 0.6405
H24 -0.3316 -1.9827 1.5788
H25 1.9848 -1.1497 -1.8615
H26 3.6384 -1.3953 -3.7161
H27 5.8180 -0.1980 -3.6391
H28 6.3846 1.2546 -1.6337

## Properties
largest force on an atom = 2.30 eV Å⁻¹
total charge = 0
calculated total energy = -1529.3363 Ha

Table of Mulliken atomic charges, one value per atom, all in e:
1 C -0.95
2 N 0.99
3 O -0.80
4 O -0.75
5 C 0.83
6 C -0.31
7 C -0.60
8 C 0.49
9 C 0.10
10 N -0.57
11 C -0.82
12 C -0.54
13 H 0.76
14 H 0.46
15 H 0.40
16 H 0.39
17 H 0.29
18 C -0.96
19 N 0.19
20 C -1.08
21 C -0.37
22 C -0.64
23 C 0.93
24 C -1.70
25 C 1.03
26 C 0.47
27 N 0.00
28 C -0.60
29 C -0.84
30 C -0.92
31 C -0.61
32 C -0.87
33 C -0.99
34 C 0.65
35 C -1.01
36 C 0.73
37 C 0.15
38 C -0.99
39 C -0.62
40 C -0.93
41 C -0.05
42 H 0.32
43 H 0.35
44 H 0.32
45 H 0.68
46 H 1.35
47 H 0.56
48 H 0.40
49 H 0.28
50 H 0.30
51 H 0.38
52 H 0.32
53 H 0.36
54 H 0.28
55 H 0.40
56 H 0.38
57 H 0.30
58 H 0.34
59 H 0.42
60 H 0.50
61 H 0.42
62 H 0.40
63 H 0.38
64 H 0.23

=====

(4)
Formula: C7H12
Source: OMol25
Level of theory: ωB97M-V/def2-TZVPD

Positions of all 19 atoms, in Å:
C1 3.9905 -0.1879 1.2226
C2 2.7268 -0.2694 0.4860
C3 1.6864 -0.3666 -0.1165
C4 0.4019 -0.5117 -0.8124
C5 -0.7525 0.2062 -0.1014
C6 -2.0996 -0.0563 -0.7715
C7 -3.2558 0.6430 -0.0615
H1 3.8670 0.3702 2.1568
H2 4.7661 0.3118 0.6327
H3 4.3532 -1.1897 1.4768
H4 0.1614 -1.5806 -0.8985
H5 0.4919 -0.1344 -1.8398
H6 -0.7891 -0.1249 0.9445
H7 -0.5478 1.2846 -0.0787
H8 -2.2835 -1.1396 -0.7946
H9 -2.0572 0.2701 -1.8200
H10 -3.3208 0.3264 0.9862
H11 -3.1239 1.7312 -0.0711
H12 -4.2150 0.4175 -0.5396

## Properties
largest force on an atom = 0.51 eV Å⁻¹
energy relative to the best compared isomer or geometry (same formula, charge and spin) = 28.9 kcal/mol
structure (SMILES) = CC#CCCCC
total charge = 0

Table of Mulliken atomic charges, one value per atom, all in e:
1 C -1.33
2 C 0.92
3 C -0.23
4 C -0.89
5 C -0.55
6 C -0.36
7 C -1.26
8 H 0.29
9 H 0.30
10 H 0.29
11 H 0.29
12 H 0.30
13 H 0.33
14 H 0.31
15 H 0.31
16 H 0.30
17 H 0.31
18 H 0.32
19 H 0.36

=====

(5)
Formula: C5H17NO10P2S2
Source: OMol25
Level of theory: ωB97M-V/def2-TZVPD

Positions of all 37 atoms, in Å:
N1 1.3372 1.4149 -1.4989
P1 0.9381 2.7873 -2.2775
P2 -1.2255 3.2100 -2.0718
C1 -3.1242 3.4098 -2.0194
O1 -3.8905 2.1637 -2.1763
O2 -3.1424 1.1616 -2.5415
H1 0.5139 0.9875 -1.0172
H2 1.2663 2.6404 -3.6967
H3 1.7727 3.8324 -1.7332
H4 -1.2891 2.2128 -1.0341
H5 -0.9832 4.5836 -1.6555
H6 -1.3357 2.9778 -3.4927
H7 -3.4155 4.1048 -2.9388
H8 -3.5159 3.9904 -1.0602
H9 -2.8141 1.2515 -3.4843
O3 -0.2680 -0.6139 -2.1962
S1 0.3050 -1.3707 -1.1053
O4 0.4962 -0.8230 0.2176
O5 1.7180 -2.0054 -1.6136
C2 1.6702 -3.4264 -1.4976
C3 0.1979 -3.7988 -1.6502
O6 -0.5193 -2.7716 -0.9695
H10 2.0452 -3.7000 -0.5061
H11 2.2955 -3.8928 -2.2636
H12 -0.0308 -4.7775 -1.2218
H13 -0.1058 -3.7823 -2.7023
O7 -0.2966 -0.6625 6.5413
S2 0.8072 -1.2864 5.8460
O8 1.6906 -2.2437 6.4702
O9 1.7110 -0.1108 5.1685
C4 1.7727 -0.3118 3.7575
C5 0.4763 -1.0292 3.3907
O10 0.2356 -1.9367 4.4637
H14 2.6444 -0.9375 3.5403
H15 1.8752 0.6458 3.2400
H16 0.5511 -1.5654 2.4416
H17 -0.3635 -0.3277 3.3469

## Properties
largest force on an atom = 5.98 eV Å⁻¹
structure (SMILES) = N=[PH2][PH3]COO.O=S1(=O)OCCO1.O=S1(=O)OCCO1
total charge = 0
calculated total energy = -2486.5892 Ha

Table of Mulliken atomic charges, one value per atom, all in e:
1 N -0.50
2 P 0.09
3 P 0.24
4 C -0.57
5 O -0.20
6 O -0.28
7 H 0.05
8 H 0.07
9 H 0.08
10 H 0.04
11 H 0.05
12 H -0.01
13 H 0.27
14 H 0.31
15 H 0.32
16 O -0.50
17 S 1.18
18 O -0.51
19 O -0.31
20 C -0.33
21 C -0.35
22 O -0.34
23 H 0.27
24 H 0.31
25 H 0.33
26 H 0.27
27 O -0.54
28 S 1.09
29 O -0.53
30 O -0.32
31 C -0.33
32 C -0.03
33 O -0.32
34 H 0.32
35 H 0.31
36 H 0.09
37 H 0.26